The following is a quantum chemistry calculation of one molecule with the formula C4H10N2, from OMol25.

Geometry as XYZ:
```
16
Properties=species:S:1:pos:R:3:forces:R:3:lowdin_charge:R:1
C 1.216016 0.836905 -2.322674 1.32 -0.95 0.88 -0.06
N 1.009373 0.236963 -1.219157 -1.04 0.83 -1.67 -0.07
C 0.589211 0.944755 -0.036956 -1.30 0.32 -1.13 -0.28
C 0.353747 -0.146911 0.951707 0.86 -1.93 3.41 -0.24
C -0.770123 -1.244766 0.689363 1.52 0.50 0.70 -0.30
N -2.118862 -0.916204 1.111461 -0.59 0.47 -0.25 -0.03
H 1.625027 0.069305 -2.961097 0.03 0.61 -1.41 0.06
H 1.318686 1.932854 -2.559351 -0.66 -0.91 0.37 0.09
H 1.461301 1.580494 0.090742 -0.25 0.47 1.25 0.11
H -0.385527 1.583706 -0.187175 1.79 -0.98 0.14 0.15
H 0.277762 0.298103 1.989204 -0.38 -0.49 -0.85 0.11
H 1.233357 -0.876101 1.085031 -0.51 1.68 -0.63 0.11
H -0.347386 -2.233907 1.165894 -1.27 1.83 -0.89 0.13
H -0.758646 -1.328572 -0.394905 -0.18 -0.59 -0.06 0.09
H -2.509277 -0.160978 0.530462 0.30 -0.61 0.26 0.07
H -2.194652 -0.575648 2.067452 0.35 -0.24 -0.13 0.06
```
Forces are in eV/Å.

Calculated values
HOMO ... -8.932 eV
SMILES ... C=NCCCN
DFT total energy ... -7288.278 eV
Molecular weight ... 86.1 g/mol
LUMO level ... 1.09 eV
HOMO-LUMO gap ... 10.02 eV

The following is a quantum chemistry calculation of C4H10N2 as an isolated structure, from OMol25.

Geometry as XYZ:
```
16
Properties=species:S:1:pos:R:3:forces:R:3:lowdin_charge:R:1
C -1.402641 -0.611893 -0.827809 -1.96 2.93 1.84 -0.04
C -0.261955 0.303938 -0.377880 0.26 -0.93 -2.12 -0.66
C -0.257678 1.013231 0.896130 -0.96 -2.33 1.65 -0.03
C 0.712767 -0.142705 0.606302 0.89 0.80 0.62 -0.42
H -1.886928 -1.199412 -0.000320 0.98 0.32 -0.61 0.08
H -1.056929 -1.242867 -1.615866 -0.31 -0.34 -0.78 0.05
H -2.249526 0.185307 -1.028148 1.37 -1.94 -0.65 0.12
H 1.679098 1.147605 -1.167348 -5.20 -0.32 -1.47 0.21
H 0.261211 0.427874 -2.448878 0.76 2.44 3.62 0.13
H -0.997784 0.653799 1.610253 -0.25 0.55 -0.08 0.11
H 0.009221 2.027287 0.935887 0.61 1.02 0.16 0.09
H 1.686478 0.241972 0.451522 1.03 0.37 -0.58 0.09
H -0.026551 -1.708228 1.793805 1.78 0.47 -1.25 0.09
H 1.416984 -2.218241 0.693525 -2.63 3.49 2.31 0.18
N 0.345607 1.102524 -1.458480 3.56 -2.02 -2.62 0.00
N 0.857502 -1.344027 1.314924 0.06 -4.51 -0.04 0.00
```
Forces are in eV/Å.

Calculated values
HOMO ... -8.224 eV
DFT total energy ... -7286.162 eV
Molecular weight ... 86.1 g/mol
LUMO level ... 0.80 eV
HOMO-LUMO gap ... 9.02 eV

The following is a quantum chemistry calculation of one molecule with the formula C4H10N2, from OMol25.

Geometry as XYZ:
```
16
Properties=species:S:1:pos:R:3:forces:R:3:lowdin_charge:R:1
N 1.402122 1.554902 -1.973422 -0.25 -0.86 -0.13 0.01
C 1.193198 0.482297 -1.061046 -0.89 0.58 -0.25 -0.23
C -0.022996 -0.009879 -0.841214 0.28 -2.35 0.47 -0.12
C -0.175628 -1.216284 0.116473 0.74 1.61 0.67 -0.20
C -1.195166 -0.894269 1.212488 -1.22 0.41 -0.88 -0.30
N -1.132716 0.527603 1.594461 0.35 -0.47 -0.08 -0.01
H 1.286523 2.481994 -1.608018 0.32 0.10 -0.06 0.07
H 2.175923 1.381774 -2.591141 0.22 0.60 0.11 0.06
H 2.042770 0.058715 -0.521072 -0.04 0.11 -0.07 0.10
H -0.927517 0.175552 -1.408344 0.25 0.78 -0.10 0.11
H -0.462073 -2.120584 -0.415516 0.12 -0.07 -0.01 0.10
H 0.803416 -1.322375 0.618632 -0.24 -0.42 -0.35 0.10
H -2.184963 -1.016957 0.742528 0.07 -0.18 0.25 0.10
H -1.166900 -1.584138 2.058015 0.31 -0.07 0.00 0.10
H -0.175932 0.852280 1.540153 0.05 0.10 0.15 0.05
H -1.460062 0.649374 2.537021 -0.05 0.13 0.27 0.06
```
Forces are in eV/Å.

Calculated values
HOMO ... -8.656 eV
SMILES ... N/C=C/CCN
DFT total energy ... -7289.268 eV
Molecular weight ... 86.1 g/mol
LUMO level ... 1.16 eV
HOMO-LUMO gap ... 9.81 eV

> Which formula does entry 1 have?

C4H10N2